No. 1
{
  "formula": "C21H27N2",
  "method": "ωB97M-V/def2-TZVPD",
  "species": ["C", "C", "C", "N", "C", "C", "C", "C", "C", "C", "C", "C", "H", "H", "H", "H", "H", "H", "H", "H", "H", "H", "H", "H", "H", "H", "C", "C", "C", "C", "C", "C", "C", "C", "N", "C", "C", "H", "H", "H", "H", "H", "H", "H", "H", "H", "H", "H", "H", "H"],
  "coordinates": [[0.873, 1.079, -4.746], [1.703, -0.199, -4.536], [1.653, -0.518, -3.035], [0.509, 0.261, -2.531], [0.088, 0.202, -1.281], [-0.892, 1.150, -0.772], [-2.158, 1.265, -1.404], [-3.107, 2.157, -0.923], [-2.856, 2.899, 0.240], [-1.597, 2.825, 0.854], [-0.605, 2.005, 0.324], [0.021, 1.264, -3.485], [1.503, 1.964, -4.869], [0.217, 0.997, -5.617], [1.245, -1.016, -5.104], [2.734, -0.088, -4.876], [1.522, -1.593, -2.854], [2.595, -0.212, -2.541], [0.607, -0.509, -0.630], [-2.382, 0.634, -2.267], [-4.055, 2.260, -1.453], [-3.625, 3.569, 0.632], [-1.393, 3.416, 1.752], [0.403, 1.997, 0.749], [0.088, 2.287, -3.071], [-1.038, 1.085, -3.723], [2.339, 1.440, 3.422], [2.993, 0.681, 2.444], [2.333, -0.390, 1.834], [1.003, -0.659, 2.169], [0.298, -1.843, 1.539], [0.127, -3.068, 2.485], [-1.321, -3.554, 2.279], [-2.031, -2.483, 1.430], [-1.004, -1.560, 1.060], [0.346, 0.086, 3.154], [1.014, 1.146, 3.778], [2.865, 2.255, 3.919], [4.025, 0.902, 2.159], [2.829, -1.027, 1.090], [0.910, -2.180, 0.686], [0.864, -3.834, 2.215], [0.291, -2.761, 3.524], [-1.317, -4.508, 1.743], [-1.832, -3.691, 3.235], [-2.512, -2.948, 0.559], [-2.838, -1.994, 2.000], [-1.238, -0.763, 0.496], [-0.694, -0.156, 3.402], [0.497, 1.727, 4.546]],
  "atomic_forces_ev_per_a": [[0.1387, 0.4147, 0.1235], [-0.2220, -0.3031, -0.2027], [0.6756, -0.4007, -0.4818], [-0.7068, 0.0001, 2.5526], [1.4035, 0.5390, -1.8378], [-1.2716, 1.0222, 0.2272], [0.5613, -0.1410, 0.2617], [-0.0588, -0.0134, 0.2087], [0.4057, -0.0442, -0.2464], [-0.3099, 0.0992, -0.2071], [0.1808, -0.8790, -0.2081], [-0.5071, 0.3275, -0.8781], [-0.0098, -0.2276, -0.1259], [0.2792, 0.0573, 0.0787], [0.1922, 0.0974, 0.1358], [-0.1854, -0.0340, 0.0150], [-0.1485, 0.3795, 0.1069], [-0.6608, 0.0798, 0.0014], [-0.1241, 0.1957, -0.1401], [-0.0779, 0.1873, 0.3568], [0.2349, -0.0790, 0.2677], [0.2871, -0.2748, -0.0905], [0.0080, -0.1792, -0.4188], [-0.3897, -0.0952, 0.0909], [0.0409, -0.5997, 0.0769], [0.5036, -0.0191, 0.2403], [-0.0670, -0.1049, -0.1399], [-0.0073, -0.0384, 0.0742], [-0.3489, 0.3514, 0.0805], [0.0733, -0.3559, 0.2708], [0.7828, -0.3293, -0.3253], [-0.0958, 0.3788, -0.0625], [0.0672, -0.1747, -0.1287], [-0.7787, -0.3435, 0.2733], [-0.8703, 0.4028, -0.1769], [0.2806, 0.4213, -0.1095], [-0.0390, -0.3012, -0.1787], [-0.1421, -0.1987, -0.1687], [-0.3492, -0.0125, 0.2141], [-0.0956, 0.3107, 0.2981], [0.4527, -0.0326, 0.0819], [-0.1766, 0.1609, 0.2654], [0.0748, -0.0753, -0.2366], [-0.1003, 0.1126, 0.1974], [0.0980, -0.1049, -0.1919], [0.0419, 0.0239, 0.0273], [0.1805, -0.0966, -0.0638], [0.0829, -0.0622, 0.4049], [0.4274, 0.1148, -0.0651], [0.2697, -0.1563, -0.2466]],
  "lowdin_charge": [-0.136, -0.140, -0.095, -0.016, 0.076, -0.220, -0.038, -0.051, -0.038, -0.044, -0.005, -0.105, 0.119, 0.120, 0.119, 0.120, 0.140, 0.145, 0.132, 0.119, 0.119, 0.119, 0.121, 0.120, 0.153, 0.122, -0.085, -0.082, -0.054, -0.216, -0.342, -0.096, -0.145, -0.209, -0.032, -0.041, -0.075, 0.106, 0.107, 0.112, 0.118, 0.116, 0.116, 0.107, 0.109, 0.106, 0.110, 0.079, 0.126, 0.109],
  "fmax_ev_per_a": 2.649,
  "total_energy_ev": -25188.602,
  "orbital_gap_ha": 0.2360,
  "spin_multiplicity": 1,
  "charge": 1,
  "e_lumo_ev": -4.2739,
  "homo_energy_ev": -10.70
}

No. 2
{
  "formula": "C21H27N3O4",
  "method": "ωB97M-V/def2-TZVPD",
  "species": ["C", "C", "O", "C", "O", "C", "C", "C", "C", "N", "C", "C", "C", "N", "C", "N", "C", "C", "C", "C", "C", "C", "C", "O", "C", "C", "O", "C", "H", "H", "H", "H", "H", "H", "H", "H", "H", "H", "H", "H", "H", "H", "H", "H", "H", "H", "H", "H", "H", "H", "H", "H", "H", "H", "H"],
  "coordinates": [[3.693, -0.950, 5.969], [2.303, -0.417, 5.652], [2.179, -0.072, 4.271], [1.913, -1.064, 3.415], [1.733, -2.207, 3.747], [1.902, -0.553, 1.991], [3.350, -0.427, 1.501], [3.338, -0.004, 0.037], [2.518, -0.992, -0.786], [1.157, -1.037, -0.288], [0.291, -1.838, -1.147], [-1.148, -1.704, -0.778], [-1.918, -2.629, -0.105], [-3.169, -2.135, -0.032], [-4.316, -2.738, 0.583], [-3.262, -0.950, -0.619], [-2.052, -0.653, -1.079], [-1.805, 0.585, -1.805], [-0.556, 1.206, -1.776], [-0.339, 2.359, -2.502], [-1.360, 2.924, -3.257], [-2.628, 2.337, -3.245], [-2.838, 1.169, -2.529], [-3.689, 2.882, -3.931], [-3.461, 4.212, -4.336], [-2.070, 4.343, -4.955], [-1.082, 4.052, -3.995], [1.130, -1.507, 1.083], [3.867, -1.875, 5.425], [4.449, -0.223, 5.682], [3.774, -1.147, 7.034], [2.101, 0.508, 6.195], [1.545, -1.169, 5.897], [1.436, 0.436, 1.974], [3.888, 0.303, 2.110], [3.849, -1.394, 1.602], [4.357, 0.040, -0.352], [2.890, 0.987, -0.051], [2.492, -0.668, -1.830], [2.996, -1.989, -0.749], [0.573, -2.906, -1.109], [0.429, -1.482, -2.173], [-1.661, -3.584, 0.310], [-4.559, -3.686, 0.099], [-4.135, -2.917, 1.644], [-5.150, -2.049, 0.468], [0.233, 0.784, -1.174], [0.623, 2.847, -2.505], [-3.816, 0.718, -2.537], [-4.242, 4.456, -5.058], [-3.534, 4.887, -3.471], [-1.882, 5.362, -5.297], [-1.988, 3.649, -5.803], [0.089, -1.556, 1.410], [1.564, -2.519, 1.178]],
  "atomic_forces_ev_per_a": [[-0.3096, 0.1260, -0.2484], [0.0661, -0.3076, 0.4175], [0.0935, 0.3502, -0.0427], [-0.1681, 0.0905, -0.3554], [0.0029, -0.1517, 0.0832], [0.0942, -0.3433, 0.0799], [-0.1143, 0.2877, -0.0785], [0.0807, -0.3159, -0.0046], [0.0860, 0.2804, -0.0669], [0.1373, -0.1411, 0.0521], [-0.0459, 0.0204, 0.0712], [-0.1890, -0.1928, 0.0018], [0.0852, 0.2440, -0.1714], [0.5679, -0.1505, -0.1100], [-0.3648, -0.2119, 0.1971], [-0.3429, 0.6656, -0.1774], [-0.0414, -0.6956, 0.4254], [-0.0957, 0.4027, -0.2451], [-0.0910, -0.0207, -0.0749], [-0.1966, 0.1830, -0.2083], [0.0352, -0.0087, -0.0423], [-0.0027, 0.0916, 0.0364], [0.1649, 0.1366, -0.0775], [0.1248, -0.4090, 0.1421], [0.3588, 0.4311, -0.1839], [-0.5614, 0.0036, -0.1872], [0.1490, -0.2104, 0.3813], [-0.0981, 0.1335, 0.2726], [0.0393, -0.0754, 0.0049], [0.0902, 0.0586, 0.0219], [0.0428, -0.0263, 0.1258], [-0.0205, -0.1148, -0.0803], [0.0735, 0.1879, 0.0002], [-0.0013, -0.0385, 0.0151], [0.0416, -0.0514, 0.0282], [0.0319, -0.0387, 0.0379], [0.0084, 0.0536, -0.0211], [0.0184, 0.0744, -0.0523], [0.0043, -0.0730, 0.0003], [-0.0213, 0.0091, -0.0464], [0.0377, 0.0962, -0.0820], [0.0514, -0.0873, 0.0326], [0.0558, -0.2145, 0.0928], [-0.0120, 0.0614, 0.0185], [-0.0315, 0.0302, -0.0523], [0.0638, -0.0532, 0.0117], [0.0740, -0.0282, 0.0632], [0.1254, 0.0638, -0.0048], [-0.1498, -0.0533, -0.0244], [0.0883, 0.0328, 0.0578], [-0.0291, -0.0638, -0.0947], [-0.0625, -0.0912, -0.0067], [0.0122, 0.0958, 0.0705], [0.0955, -0.0693, 0.0168], [-0.0516, 0.0273, -0.0195]],
  "lowdin_charge": [-0.062, -0.215, -0.001, -0.474, 0.120, -0.198, -0.145, -0.169, -0.201, -0.183, -0.152, -0.150, -0.023, -0.210, -0.022, 0.137, -0.195, -0.157, -0.021, 0.010, -0.201, -0.190, 0.061, -0.027, -0.156, -0.156, -0.030, -0.141, 0.075, 0.077, 0.076, 0.122, 0.121, 0.161, 0.120, 0.129, 0.112, 0.115, 0.121, 0.129, 0.130, 0.127, 0.131, 0.088, 0.089, 0.089, 0.092, 0.118, 0.123, 0.131, 0.139, 0.131, 0.138, 0.128, 0.138],
  "fmax_ev_per_a": 0.816,
  "total_energy_ev": -34875.445,
  "orbital_gap_ha": 0.3152,
  "spin_multiplicity": 1,
  "e_lumo_ev": 0.8476,
  "homo_energy_ev": -7.73
}

No. 3
{
  "formula": "C21H27N3O6S2",
  "method": "ωB97M-V/def2-TZVPD",
  "species": ["C", "O", "C", "C", "C", "C", "C", "C", "C", "N", "C", "C", "O", "N", "C", "C", "C", "C", "S", "O", "O", "N", "C", "C", "C", "C", "C", "C", "S", "C", "O", "O", "H", "H", "H", "H", "H", "H", "H", "H", "H", "H", "H", "H", "H", "H", "H", "H", "H", "H", "H", "H", "H", "H", "H", "H", "H", "H", "H"],
  "coordinates": [[-1.738, -2.994, 1.203], [-2.057, -1.804, 0.516], [-3.364, -1.560, 0.232], [-4.405, -2.467, 0.383], [-5.689, -2.130, -0.008], [-5.980, -0.890, -0.559], [-7.369, -0.556, -1.011], [-4.945, 0.028, -0.681], [-3.656, -0.290, -0.288], [-2.608, 0.653, -0.344], [-2.184, 1.252, -1.580], [-0.690, 1.022, -1.874], [-0.133, 1.647, -2.747], [-0.138, 0.062, -1.097], [1.212, -0.242, -0.952], [2.166, 0.092, -1.913], [3.493, -0.237, -1.701], [3.866, -0.894, -0.544], [5.595, -1.265, -0.244], [6.260, -1.388, -1.508], [5.661, -2.355, 0.686], [6.270, 0.055, 0.524], [5.718, 0.388, 1.817], [4.701, 1.519, 1.572], [5.106, 2.121, 0.215], [6.317, 1.283, -0.239], [2.925, -1.249, 0.406], [1.599, -0.924, 0.203], [-2.201, 1.409, 1.078], [-3.423, 2.740, 1.244], [-0.907, 1.993, 0.903], [-2.406, 0.488, 2.152], [-0.665, -2.960, 1.378], [-1.974, -3.878, 0.602], [-2.260, -3.045, 2.162], [-4.225, -3.446, 0.798], [-6.481, -2.854, 0.115], [-8.104, -0.938, -0.307], [-7.566, -1.013, -1.981], [-7.499, 0.519, -1.109], [-5.138, 1.010, -1.092], [-2.338, 2.337, -1.580], [-2.761, 0.828, -2.407], [-0.747, -0.328, -0.382], [1.862, 0.615, -2.804], [4.247, -0.005, -2.436], [5.288, -0.509, 2.258], [6.536, 0.736, 2.456], [4.743, 2.257, 2.371], [3.686, 1.126, 1.530], [5.376, 3.171, 0.302], [4.288, 2.039, -0.500], [6.317, 1.037, -1.299], [7.253, 1.795, 0.002], [3.248, -1.785, 1.284], [0.852, -1.170, 0.943], [-3.216, 3.251, 2.175], [-3.313, 3.418, 0.409], [-4.405, 2.285, 1.270]],
  "atomic_forces_ev_per_a": [[0.0655, -0.2455, 0.0985], [-0.2397, 0.1495, -0.1667], [-0.0934, 0.0998, -0.2092], [0.2897, -0.1083, 0.0768], [0.0442, 0.2102, -0.0596], [-0.0112, -0.0074, 0.0241], [0.0167, -0.0718, -0.0703], [0.1033, -0.2009, 0.0718], [-0.2295, -0.5683, 0.2314], [0.0652, 0.2808, 0.7185], [0.4576, 0.3868, -0.3779], [-0.3271, -0.0390, -0.0382], [0.0344, 0.1852, -0.1603], [-0.1012, -0.3840, 0.2610], [0.3297, -0.0167, -0.1108], [0.0104, 0.0918, -0.0732], [-0.0273, -0.0303, -0.0360], [0.7576, -0.1889, 0.1286], [0.2639, -0.1178, 0.0368], [-0.2071, 0.3177, -0.1199], [-0.2874, 0.1805, 0.1910], [-0.1788, -1.0543, -0.5126], [-0.2728, 0.0334, 0.5995], [0.0090, 0.0272, 0.0938], [0.0417, 0.0815, -0.0320], [0.0410, 0.4854, -0.4528], [-0.0995, -0.0948, 0.0698], [0.0650, 0.0766, -0.0839], [-0.5100, 0.6566, 0.4437], [0.6470, -0.7348, -0.1324], [-0.0737, 0.2428, -0.2905], [-0.2827, -0.0158, -0.0614], [-0.0692, -0.0455, 0.0040], [0.0091, 0.0465, 0.0437], [-0.0011, 0.0089, -0.0293], [0.0627, -0.0896, 0.0405], [-0.0866, -0.0858, 0.0246], [-0.1001, 0.0227, 0.0205], [-0.0942, 0.0213, -0.0630], [-0.0761, 0.0702, -0.0100], [-0.0230, 0.1487, -0.0194], [0.0633, -0.0917, -0.1491], [0.0410, 0.0441, 0.1452], [0.1535, 0.0321, -0.2490], [-0.0021, -0.0119, -0.0358], [0.0365, 0.0598, -0.1452], [0.0398, 0.0757, 0.2009], [-0.0663, -0.0814, -0.0172], [-0.0612, -0.0052, 0.0401], [0.0160, 0.0423, 0.0410], [-0.0330, 0.0344, -0.0532], [0.0297, 0.0662, 0.0186], [0.1113, 0.1843, -0.0407], [-0.0511, -0.0567, -0.0740], [-0.0475, -0.0682, 0.1343], [-0.0753, -0.0396, 0.1174], [0.0923, 0.0490, 0.1726], [0.0129, 0.1265, -0.1748], [-0.1813, -0.0842, -0.0008]],
  "lowdin_charge": [-0.056, -0.111, -0.214, 0.006, -0.030, -0.274, -0.049, 0.024, -0.200, -0.213, -0.072, -0.446, 0.082, 0.143, -0.189, 0.020, -0.054, -0.274, 0.666, -0.283, -0.286, -0.235, -0.189, -0.147, -0.148, -0.188, -0.060, 0.007, 0.623, -0.099, -0.262, -0.260, 0.086, 0.100, 0.107, 0.108, 0.118, 0.080, 0.085, 0.075, 0.128, 0.131, 0.148, 0.105, 0.108, 0.118, 0.108, 0.124, 0.105, 0.094, 0.105, 0.093, 0.108, 0.124, 0.116, 0.109, 0.068, 0.060, 0.059],
  "fmax_ev_per_a": 1.186,
  "total_energy_ev": -60640.633,
  "orbital_gap_ha": 0.3314,
  "spin_multiplicity": 1,
  "e_lumo_ev": 0.3008,
  "homo_energy_ev": -8.72
}

No. 4
{
  "formula": "C21H27NO3",
  "method": "ωB97M-V/def2-TZVPD",
  "species": ["C", "O", "C", "C", "C", "C", "C", "C", "O", "C", "C", "C", "O", "C", "C", "C", "C", "C", "C", "C", "C", "C", "N", "C", "C", "H", "H", "H", "H", "H", "H", "H", "H", "H", "H", "H", "H", "H", "H", "H", "H", "H", "H", "H", "H", "H", "H", "H", "H", "H", "H", "H"],
  "coordinates": [[6.378, 1.890, 0.111], [5.011, 2.200, 0.025], [4.115, 1.171, 0.025], [4.438, -0.169, 0.121], [3.455, -1.155, 0.099], [2.125, -0.791, -0.012], [1.787, 0.560, -0.075], [2.756, 1.543, -0.070], [2.510, 2.882, -0.144], [1.179, 3.301, -0.309], [1.018, -1.815, -0.083], [0.352, -1.772, -1.483], [-0.412, -0.617, -1.721], [-1.610, -0.455, -1.087], [-2.274, -1.418, -0.338], [-3.499, -1.123, 0.237], [-4.094, 0.120, 0.092], [-5.430, 0.416, 0.728], [-5.318, 1.567, 1.730], [-6.481, 0.727, -0.340], [-3.422, 1.078, -0.660], [-2.203, 0.800, -1.239], [1.488, -3.181, 0.102], [2.658, -3.317, 0.943], [3.812, -2.605, 0.244], [6.899, 2.846, 0.080], [6.707, 1.273, -0.733], [6.619, 1.378, 1.049], [5.468, -0.477, 0.214], [0.746, 0.829, -0.136], [1.221, 4.385, -0.397], [0.735, 2.879, -1.217], [0.559, 3.032, 0.553], [0.256, -1.532, 0.666], [1.135, -1.758, -2.244], [-0.245, -2.682, -1.623], [-1.856, -2.404, -0.201], [-3.999, -1.888, 0.814], [-5.753, -0.479, 1.272], [-4.568, 1.341, 2.485], [-6.273, 1.728, 2.227], [-5.034, 2.489, 1.229], [-6.217, 1.628, -0.889], [-6.556, -0.096, -1.048], [-7.454, 0.879, 0.121], [-3.853, 2.058, -0.798], [-1.686, 1.542, -1.828], [0.731, -3.765, 0.439], [2.872, -4.383, 1.051], [2.519, -2.885, 1.950], [3.952, -3.057, -0.741], [4.736, -2.719, 0.812]],
  "atomic_forces_ev_per_a": [[0.2151, -0.0698, 0.0183], [-0.4564, -0.0675, -0.0121], [0.0112, 0.1513, -0.0106], [0.0953, 0.2750, -0.0538], [-0.2400, -0.0223, -0.0204], [0.2141, -0.1643, 0.1225], [0.0951, 0.3070, -0.0029], [0.0549, 0.0938, 0.0026], [0.3613, -0.2543, 0.0403], [-0.2148, 0.0595, 0.0017], [-0.4326, 0.2470, -0.2540], [0.2132, -0.4533, 0.2733], [-0.2977, 0.3340, -0.0303], [-0.1472, 0.1212, 0.0139], [0.3691, -0.1260, -0.1753], [-0.1097, 0.1864, -0.0067], [-0.0930, -0.2466, 0.1481], [-0.0545, 0.1983, -0.0511], [-0.0618, -0.2774, -0.0069], [0.0469, -0.1903, 0.2024], [0.0430, -0.0883, 0.0294], [0.2041, -0.1090, -0.0553], [-0.2187, -0.0823, -0.0685], [0.3316, -0.0834, 0.0346], [-0.1485, -0.1449, 0.1665], [0.0109, -0.0908, 0.0063], [-0.0179, 0.0103, 0.0415], [-0.0135, 0.0054, -0.0457], [0.1408, 0.0264, 0.0212], [-0.1132, 0.0979, -0.0050], [-0.0554, -0.0712, 0.0019], [0.0040, -0.0049, 0.0263], [0.0172, -0.0095, -0.0455], [0.1394, -0.0630, -0.1193], [-0.0578, -0.0939, 0.0960], [0.0064, 0.0708, -0.0155], [0.0773, -0.0725, -0.0001], [-0.0609, -0.0559, 0.0583], [0.0695, 0.0360, -0.0522], [0.0618, 0.0434, 0.0890], [-0.0922, 0.0799, 0.0666], [0.0358, 0.1384, -0.0470], [0.0143, 0.1227, -0.0860], [-0.0473, -0.0335, -0.1024], [-0.1293, 0.0538, 0.0026], [-0.0594, 0.1302, -0.0224], [0.0713, 0.0842, -0.0804], [0.0727, 0.0843, -0.0699], [-0.0032, 0.0675, 0.0391], [0.0554, -0.0729, -0.0912], [0.0607, -0.0947, 0.0304], [0.0324, 0.0176, -0.0021]],
  "lowdin_charge": [-0.089, -0.065, -0.192, 0.033, -0.178, -0.128, 0.052, -0.185, -0.063, -0.082, -0.266, -0.139, -0.052, -0.273, -0.016, -0.026, -0.227, -0.394, -0.068, -0.067, -0.030, 0.002, -0.024, -0.219, -0.130, 0.093, 0.096, 0.096, 0.109, 0.104, 0.094, 0.093, 0.098, 0.150, 0.142, 0.122, 0.105, 0.113, 0.129, 0.081, 0.075, 0.073, 0.074, 0.081, 0.075, 0.112, 0.115, 0.117, 0.116, 0.126, 0.123, 0.115],
  "fmax_ev_per_a": 0.571,
  "total_energy_ev": -29847.094,
  "orbital_gap_ha": 0.3112,
  "spin_multiplicity": 1,
  "e_lumo_ev": 0.7645,
  "homo_energy_ev": -7.70
}